The following is a DFT calculation (ωB97M-V with the def2-TZVPD basis set) of 7 unconnected molecules or ions with the total composition C41H33BrFN4O24 in a non-equilibrium geometry.

Geometry as ORCA input:
```
! RIJCOSX wB97M-V def2-TZVPD def2/J DEFGRID3
* xyz 1 1
Br -1.140 -3.887 -6.927
F -3.671 -1.778 -3.244
O 4.198 7.952 -4.057
O 2.779 3.131 -8.484
O 1.060 1.325 9.234
O 5.240 0.479 -0.304
O 1.691 -1.964 -9.419
O -7.725 1.258 2.894
O 0.035 -2.147 8.759
O -3.520 -0.773 3.423
O 3.441 3.600 -2.440
O 3.108 2.868 -5.028
O 1.755 3.445 10.782
O 3.768 7.229 -6.641
O 2.175 -2.284 1.944
O -2.463 -2.963 8.075
O -7.829 0.703 0.240
O 1.691 -2.695 4.397
O 2.049 -1.196 -6.823
O -0.828 -3.426 3.693
O -3.585 -1.249 0.748
O 3.195 1.139 -1.962
O 2.341 2.390 -11.067
O 1.116 -1.674 12.853
O 1.725 0.463 14.414
O 0.153 -1.696 0.237
N -2.407 -1.732 -3.666
N -1.727 -2.502 -4.539
N -0.232 -0.812 -3.640
N -2.137 0.126 -2.244
C 1.224 1.099 10.421
C 3.931 6.781 -4.256
C 3.693 6.306 -5.650
C 1.593 0.682 13.224
C -5.624 0.253 3.241
C 1.377 -1.129 0.072
C -3.783 -3.342 -5.891
C 3.827 5.802 -3.169
C 1.596 2.216 11.336
C 1.612 -0.269 -0.918
C 4.012 -0.067 -0.126
C 1.075 -0.240 10.995
C 2.140 -0.290 -7.838
C 0.708 -2.732 5.329
C 1.766 2.017 12.645
C -1.561 -0.711 -3.136
C -1.484 -2.900 7.140
C -6.771 0.667 2.427
C 0.942 -2.403 6.602
C 2.441 -1.509 1.044
C 3.419 5.026 -5.911
C 3.548 4.523 -3.432
C 1.924 -0.783 -9.229
C -4.968 -3.941 -5.000
C -0.135 -2.452 7.593
C 1.997 0.192 -10.321
C -0.392 -1.960 -4.517
C -0.648 -3.153 4.870
C 2.940 0.335 -1.083
C -4.589 -0.380 2.683
C -2.311 -3.643 -5.307
C 3.340 4.046 -4.827
C -6.752 0.337 0.972
C -5.715 -0.294 0.415
C 1.248 -0.440 12.304
C -1.719 -3.225 5.866
C 2.415 0.986 -7.588
C 3.773 -0.929 0.867
C 2.513 1.959 -8.680
C 2.272 1.475 -10.070
C -4.559 -0.685 1.224
H -5.460 -3.081 -4.427
H 4.541 -1.226 1.569
H 2.033 2.819 13.320
H 1.821 -0.173 -11.324
H -2.408 -0.291 -1.331
H 5.155 1.065 -1.080
H 1.577 3.325 9.831
H -2.271 -4.639 -4.760
H 3.983 6.162 -2.161
H -4.638 -4.716 -4.245
H -2.693 -3.548 5.525
H 1.270 -2.975 3.563
H -2.911 -1.204 2.794
H 3.979 8.072 -6.195
H 0.483 -2.362 -5.123
H -3.905 -2.207 -5.902
H 3.245 4.666 -6.918
H 1.288 -1.553 13.807
H 0.822 -1.045 10.317
H -8.435 1.140 0.869
H 3.233 2.750 -2.889
H 0.844 0.013 -1.624
H -2.352 1.089 -2.503
H 0.236 -2.277 1.019
H 1.845 -2.049 -7.249
H -5.687 -0.537 -0.639
H -5.658 0.482 4.297
H 2.573 1.352 -6.583
H -3.831 -3.687 -6.971
H -5.753 -4.363 -5.718
H 2.553 3.237 -10.629
H -2.043 -2.679 8.910
H 1.919 -2.094 6.946
*
```

Output
HOMO energy ... -10.59 eV
Gap between HOMO and LUMO ... 6.5 eV
Largest force on an atom ... 0.132 Eh/bohr

Atom charges from the Löwdin analysis, given in e for atoms 1 to 4: 0.7582 0.1388 0.1183 0.1161


The following is a DFT calculation (ωB97M-V with the def2-TZVPD basis set) of a molecular structure, C41H33ClN3OP2V.

Geometry as ORCA input:
```
! RIJCOSX wB97M-V def2-TZVPD def2/J DEFGRID3
* xyz 2 3
V 0.339 -1.217 -0.840
Cl 2.262 -5.304 4.712
P 0.632 0.288 1.123
P 0.471 1.283 -1.413
O 1.614 -2.415 -0.343
N -1.018 -2.311 0.196
N -1.221 -1.513 -2.264
N 0.615 1.708 0.214
C -3.269 2.529 -2.332
C 1.746 -3.076 0.817
C 0.788 -4.106 2.805
C 4.437 0.511 3.630
C 3.241 0.950 4.183
C 3.006 -3.501 1.233
C 3.223 2.082 -4.291
C 4.366 2.366 -3.553
C -3.196 0.044 3.613
C -3.615 -1.389 -3.685
C -1.768 4.217 -3.169
C -1.955 0.994 1.788
C -3.641 -1.742 -2.316
C -4.750 -2.312 -0.251
C -3.503 -2.420 0.406
C -1.243 -1.163 -3.538
C 2.033 1.797 -3.643
C -0.825 0.280 2.183
C -2.348 -2.216 -0.295
C -0.718 -3.112 1.164
C 3.156 -4.173 2.426
C 2.066 0.859 3.455
C -3.058 3.745 -2.969
C -0.889 -0.561 3.297
C 0.707 3.076 0.736
C -2.074 -0.675 4.007
C -2.185 1.781 -1.904
C 3.295 -0.115 1.614
C 3.135 2.065 -1.510
C 1.983 1.796 -2.246
C -2.408 -1.836 -1.656
C -2.420 -1.118 -4.296
C -4.824 -1.999 -1.580
C -3.136 0.880 2.507
C 4.467 -0.017 2.345
C 2.045 -4.466 3.224
C 4.321 2.359 -2.167
C -0.679 3.473 -2.739
C -0.883 2.245 -2.109
C 2.088 0.319 2.167
C 0.620 -3.390 1.607
H -1.609 5.169 -3.658
H -4.114 -0.035 4.181
H -5.782 -1.935 -2.079
H -2.370 -0.847 -5.341
H 5.211 2.585 -1.594
H -1.910 1.649 0.926
H -2.351 0.837 -1.396
H -4.544 -1.330 -4.239
H -4.005 1.452 2.212
H -4.276 2.168 -2.171
H 3.106 2.058 -0.426
H -1.519 -3.659 1.658
H 0.324 3.849 -2.894
H -0.282 3.485 0.948
H 3.225 1.366 5.181
H 5.402 -0.355 1.920
H 3.859 -3.293 0.601
H -5.656 -2.487 0.312
H -3.474 -2.651 1.463
H -0.292 -0.900 -3.988
H 3.260 2.091 -5.372
H -3.902 4.331 -3.307
H 4.138 -4.491 2.752
H 1.141 1.594 -4.225
H -0.079 -4.370 3.399
H 1.299 3.077 1.651
H 5.292 2.595 -4.062
H -0.013 -1.114 3.615
H 1.205 3.715 0.008
H 5.352 0.583 4.203
H -2.118 -1.312 4.882
H 3.316 -0.528 0.611
H 1.136 1.206 3.888
*
```

Output
Energy above the lowest of the compared OMol25 structures with the same formula, charge and spin ... 0.0 kcal/mol
HOMO energy (spin up / spin down) ... -13.56 / -13.56 eV
Gap between HOMO and LUMO (spin up / spin down) ... 7.3 / 7.3 eV
Largest force on an atom ... 0.009 Eh/bohr
⟨S²⟩ ... 2.027

Atom charges from the Löwdin analysis, given in e for atoms 1 to 4: 0.8154 0.7339 0.9675 0.9484


The following is a DFT calculation (ωB97M-V with the def2-TZVPD basis set) of a molecular structure, C41H33CrN6O2Si.

Geometry as ORCA input:
```
! RIJCOSX wB97M-V def2-TZVPD def2/J DEFGRID3
* xyz 0 4
Cr 0.000 0.017 -0.004
Si 1.391 2.178 0.354
O -3.067 2.530 0.798
O -0.633 -3.638 -1.555
N 0.738 -0.424 -2.092
N -0.508 0.408 1.997
N -1.138 -1.538 -0.675
N 1.563 -1.395 0.448
N -1.784 0.875 -0.214
N 4.387 -4.349 1.205
C 2.549 4.064 -3.244
C 1.809 -1.643 -4.346
C -3.367 -2.085 -1.644
C 2.815 -1.304 -0.024
C 4.821 1.061 2.513
C 0.153 3.987 -3.162
C -2.181 1.697 0.789
C -1.490 1.319 2.092
C 1.385 0.290 -3.010
C -1.438 1.233 4.466
C 0.220 3.403 -1.904
C -4.039 0.603 -1.262
C -2.794 0.137 -0.888
C -0.405 0.314 4.372
C 1.926 -0.282 -4.157
C 0.929 3.185 2.977
C 3.158 2.110 1.069
C 3.580 1.059 1.885
C 0.571 -1.740 -2.316
C -0.456 -2.444 -1.429
C 4.034 3.196 0.939
C -4.619 -1.606 -2.036
C 5.279 3.206 1.549
C 0.448 4.023 3.969
C 1.251 -2.501 1.143
C 2.150 -3.499 1.429
C -0.131 4.516 1.307
C 1.321 4.320 -3.837
C 3.464 -3.387 0.955
C 1.448 3.142 -1.278
C 3.779 -2.254 0.194
C 5.683 2.131 2.333
C 1.109 -2.388 -3.405
C -2.458 -1.218 -1.064
C -0.622 5.362 2.296
C -1.978 1.756 3.306
C -4.954 -0.280 -1.841
C 2.608 3.481 -1.983
C -0.339 5.117 3.631
C 0.647 3.400 1.621
C 0.041 -0.061 3.117
H -0.719 5.777 4.401
H -0.705 3.102 -1.422
H -5.929 0.085 -2.140
H -1.810 1.544 5.434
H 3.465 4.313 -3.767
H 3.725 4.068 0.373
H 2.918 0.218 2.059
H -2.770 2.491 3.297
H -0.371 4.740 0.275
H 0.934 -3.450 -3.507
H 1.827 -4.369 1.985
H 6.655 2.138 2.812
H 4.167 -5.135 1.786
H 5.110 0.229 3.145
H -0.811 4.166 -3.620
H 3.582 3.265 -1.558
H 1.482 1.346 -2.827
H -4.284 1.645 -1.113
H 0.059 -0.113 5.251
H 3.045 -0.414 -0.594
H 0.689 3.825 5.007
H 4.772 -2.111 -0.212
H 2.227 -2.118 -5.224
H 0.215 -2.591 1.448
H 2.423 0.355 -4.875
H 5.335 -4.246 0.894
H 5.932 4.061 1.425
H 1.561 2.352 3.268
H -5.330 -2.284 -2.489
H 1.272 4.773 -4.819
H -1.226 6.217 2.018
H -3.103 -3.127 -1.770
H 0.867 -0.750 3.006
*
```

Output
Energy above the lowest of the compared OMol25 structures with the same formula, charge and spin ... 33.1 kcal/mol
HOMO energy (spin up / spin down) ... -6.70 / -6.93 eV
Gap between HOMO and LUMO (spin up / spin down) ... 6.9 / 6.8 eV
Largest force on an atom ... 0.008 Eh/bohr
⟨S²⟩ ... 3.814

Atom charges from the Löwdin analysis, given in e for atoms 1 to 4: 0.7010 0.7615 0.0820 0.0892


The following is a DFT calculation (ωB97M-V with the def2-TZVPD basis set) of a molecular structure, C41H34IN2O16S2 in a non-equilibrium geometry.

Geometry as ORCA input:
```
! RIJCOSX wB97M-V def2-TZVPD def2/J DEFGRID3
* xyz -1 1
I 0.980 3.350 3.036
S 2.547 5.424 -0.721
S 2.820 2.848 -1.581
O 2.134 -1.693 3.898
O 3.364 2.581 -2.896
O 2.370 2.074 5.730
O -9.174 -6.608 0.204
O 7.397 -1.444 3.356
O 4.080 -0.387 -2.818
O -5.445 4.535 -5.533
O 1.503 -1.172 -7.370
O -1.081 -0.406 8.881
O -3.754 0.190 -3.025
O 1.753 5.769 -1.876
O -4.828 -3.624 0.693
O 3.364 6.518 -0.246
O 1.365 2.812 -1.551
O -4.323 -4.683 -3.190
O 0.019 -1.700 -2.718
N 4.805 2.167 1.097
N 3.482 4.131 -0.909
C 3.341 -1.627 3.780
C 3.365 4.981 2.219
C -3.908 1.375 -5.052
C -2.035 -4.425 -3.673
C 6.193 -1.494 3.479
C -0.075 -0.271 6.754
C 3.496 -0.573 -3.861
C 5.440 -0.422 4.177
C -3.354 -2.707 -2.352
C 1.572 1.517 6.451
C 4.197 -1.096 -5.062
C 1.352 1.960 7.851
C -2.264 -1.955 -2.232
C -0.943 -3.676 -3.557
C 2.051 -0.270 -3.980
C 0.487 1.331 8.641
C -0.293 0.164 8.155
C -5.054 3.543 -4.958
C 5.413 -2.636 2.938
C 1.404 -0.462 -5.126
C -7.118 -3.884 1.169
C -0.976 -2.385 -2.823
C 4.118 -0.483 4.317
C -4.861 2.262 -2.874
C -8.178 -5.926 0.314
C 1.345 5.045 0.550
C 2.093 -0.987 -6.322
C -4.141 1.188 -3.599
C -5.285 3.354 -3.503
C -5.822 -4.307 0.579
C -5.792 -5.599 -0.152
C -8.209 -4.634 1.046
C 3.736 1.548 0.801
C -4.331 2.467 -5.682
C 1.860 5.088 2.014
C 3.544 -1.289 -6.204
C 0.787 0.358 5.959
C -6.883 -6.349 -0.274
C 4.092 -2.697 3.077
C -3.327 -3.995 -3.077
C 3.297 1.368 -0.624
H 4.899 2.163 2.115
H -5.017 2.104 -1.815
H 0.311 1.632 9.666
H 5.253 -1.305 -4.951
H 0.867 4.097 0.344
H 4.029 -1.670 -7.094
H -2.257 -1.015 -1.706
H 0.010 -3.964 -3.983
H -5.811 4.151 -2.994
H 3.785 5.977 2.100
H 1.439 5.933 2.543
H -2.040 -5.370 -4.201
H 3.555 0.295 4.817
H -4.839 -5.886 -0.577
H 6.025 0.404 4.559
H -7.118 -2.939 1.697
H -9.163 -4.346 1.468
H 0.955 0.052 4.935
H 3.564 4.668 3.243
H 3.504 -3.520 2.690
H 1.934 2.810 8.183
H -0.657 -1.120 6.420
H -6.883 -7.292 -0.804
H -3.378 0.579 -5.560
H -4.306 -2.415 -1.929
H 4.021 0.799 -1.206
H 2.376 0.789 -0.607
H 3.096 1.111 1.571
H 5.980 -3.405 2.430
H 1.570 0.118 -3.095
H -4.171 2.625 -6.741
H 0.350 -0.245 -5.238
H 0.576 5.809 0.449
H 3.832 4.294 1.528
*
```

Output
HOMO energy ... -6.10 eV
Gap between HOMO and LUMO ... 5.7 eV
Largest force on an atom ... 0.022 Eh/bohr

Atom charges from the Löwdin analysis, given in e for atoms 1 to 4: 0.8513 0.4904 0.5110 0.0922